Entry 1:
The following is a quantum chemistry calculation of a 14-piece molecular cluster, C16H60N12O14 overall, from the Open Molecules 2025 dataset.

Results
ΔE to the lowest compared entry with this formula, charge and spin (kJ/mol): 161.02
Spin multiplicity: 1
Kohn-Sham gap (eV): 8.3
Electronic energy (hartree): -2355.883456
E_LUMO (eV): 0.0
HOMO level (eV): -8.29

Geometry as XYZ:
```
102
Properties=species:S:1:pos:R:3:forces:R:3
C 1.03163 4.63223 2.79052 -1.733 -1.739 -0.403
C 0.79420 3.90363 1.44673 1.527 2.381 -0.349
O -0.32342 4.45077 0.75608 0.251 0.547 0.083
H 1.15612 5.68727 2.71504 0.104 0.745 -0.355
H 1.81534 4.19685 3.38968 0.475 -0.242 -0.138
H 0.10146 4.41229 3.30851 -0.195 0.470 0.633
H 0.59090 2.88230 1.54583 0.234 -1.765 0.676
H 1.74222 4.04502 0.88927 -0.558 -0.322 -0.173
H -0.31118 4.09230 -0.15450 -0.352 0.540 1.071
C -1.80954 -1.89855 2.31618 1.319 -1.386 0.504
C -2.08127 -1.66818 3.79429 -2.782 -0.255 -3.246
O -1.11943 -0.78884 4.18742 1.282 1.066 3.674
H -0.81829 -2.36842 2.13330 -0.303 0.014 0.552
H -1.74003 -1.00287 1.73741 -0.581 0.686 -0.234
H -2.49542 -2.58170 1.87065 -0.777 -0.166 -0.363
H -2.34640 -2.58448 4.32457 1.128 -0.163 0.521
H -2.98747 -1.06849 3.86473 -0.826 -0.311 -0.241
H -1.48117 -0.50849 5.06304 1.240 0.327 -0.744
C 4.04297 -1.09890 -0.03172 -7.381 -2.954 -3.536
O 2.94394 -1.42014 -0.81890 5.560 2.362 4.025
N 3.97646 -1.10238 1.26744 -0.989 0.436 4.998
N 5.24438 -1.00977 -0.49952 5.239 2.147 -2.367
H 3.15323 -1.45406 1.80816 0.746 0.779 -1.530
H 4.62750 -0.55220 1.87012 -0.708 -0.842 -1.089
H 5.38784 -1.09790 -1.50854 -0.512 0.206 0.559
H 5.98517 -0.37155 -0.05752 -1.734 -1.643 -0.616
C 1.95466 0.67487 2.84321 1.491 3.586 -4.802
O 2.81869 1.53349 2.16588 -3.791 -4.150 3.113
N 0.89147 0.05588 2.36197 -1.014 0.208 -5.184
N 2.01219 0.48212 4.11272 2.825 0.537 6.353
H 0.62113 0.23222 1.33057 1.072 -0.270 1.536
H 0.13220 -0.37775 2.85607 0.609 0.114 0.971
H 2.63921 1.11065 4.63397 -0.304 -0.669 -0.551
H 1.69968 -0.31842 4.68483 -0.192 0.768 -1.297
C -4.87877 -1.00513 0.76084 8.531 0.775 -4.401
O -3.76469 -1.00784 -0.02902 -3.958 0.474 2.682
N -4.91189 -0.27972 1.79151 0.658 2.893 2.910
N -5.79669 -1.79675 0.50146 -4.871 -4.517 -2.183
H -4.06890 0.27038 1.83571 0.138 0.557 1.123
H -5.65982 -0.21678 2.44346 -0.292 0.141 0.235
H -5.65288 -2.28807 -0.35766 -0.300 -0.449 -0.221
H -6.60379 -1.98245 1.06669 -0.040 0.107 -0.009
C 1.79490 -4.85704 -0.28428 -6.949 6.678 1.716
O 1.26604 -3.65354 0.18027 2.138 -5.558 -1.536
N 1.04826 -5.78366 -0.86077 0.074 -1.674 -0.940
N 3.01269 -5.12841 -0.16470 7.287 -0.637 1.008
H 0.05795 -5.61711 -0.95747 -0.223 0.072 -0.106
H 1.48563 -6.65660 -1.20557 -0.694 1.121 0.402
H 3.65794 -4.48289 0.33829 -1.099 -0.766 -0.959
H 3.42993 -5.84778 -0.76381 -0.155 0.618 0.639
C 0.03294 3.83942 -2.15579 -3.584 4.881 -2.452
O -0.59673 4.80922 -2.88691 2.844 -4.824 2.683
N 1.30872 3.83693 -1.92129 3.224 1.244 -0.095
N -0.62481 2.92666 -1.47424 -4.763 -2.097 -0.401
H 1.74067 4.53819 -2.50964 0.632 -0.047 0.578
H 1.82908 3.26969 -1.19514 -0.600 0.709 -0.766
H -1.55641 2.76601 -1.92368 1.399 0.410 1.007
H -0.41303 2.23238 -0.72560 0.976 0.525 -1.334
C -3.05253 1.21392 -2.58983 2.537 -10.235 -3.140
O -2.63919 -0.06106 -3.00762 -1.738 5.901 1.824
N -3.36325 1.49437 -1.41088 -1.027 1.221 5.075
N -3.12305 2.15173 -3.43042 0.089 3.569 -6.001
H -3.20812 0.79271 -0.69101 -0.471 -0.028 0.246
H -3.49742 2.49211 -1.28909 -0.190 -0.501 1.088
H -2.91786 1.78543 -4.34836 0.101 0.369 -0.199
H -3.54372 3.08134 -3.44618 0.206 -0.633 0.775
C -1.86068 -3.82198 -0.47219 -1.106 3.179 1.131
O -1.47835 -5.12372 -0.37352 0.172 -2.820 0.801
H -1.78516 -3.40682 -1.49168 0.182 -0.506 0.403
H -1.21269 -3.23168 0.23170 -0.666 -0.109 -1.104
H -2.93769 -3.68754 -0.16510 0.827 0.000 -0.258
H -1.38481 -5.35158 0.58116 -0.034 0.296 -1.182
C 0.94579 -2.70057 -3.08155 0.066 -0.615 0.794
O 2.22077 -3.06427 -2.58331 -0.217 -0.942 -0.507
H 0.08927 -2.92271 -2.40512 0.680 -0.010 -0.173
H 0.78938 -3.25022 -4.00026 -0.033 -0.188 -0.263
H 0.91136 -1.65730 -3.31237 -0.078 0.912 -0.178
H 2.39267 -2.74083 -1.67902 -0.468 0.314 -0.436
C 0.62933 1.35087 -4.22781 -0.736 1.229 -0.174
O 1.75618 1.62332 -3.38930 -0.392 -0.863 -0.290
H 0.77433 0.47873 -4.83441 0.706 -0.514 -0.202
H 0.42318 2.19625 -4.93983 0.230 -0.497 0.625
H -0.31799 1.13245 -3.70564 0.397 0.233 0.274
H 1.52551 2.27612 -2.70303 -0.021 -0.427 -0.885
C -2.26782 2.17242 1.63419 1.418 0.934 -0.144
O -2.72173 1.21850 2.55527 -0.689 -0.944 0.286
H -1.84643 2.94914 2.22717 0.561 1.038 0.148
H -2.99309 2.69604 0.99240 -0.346 -0.932 0.461
H -1.44391 1.77953 1.02893 -0.303 -0.064 -0.180
H -1.94830 0.79226 2.97052 -0.399 0.305 -0.273
C -0.31378 -0.46048 -0.81532 0.184 -0.957 -1.311
O 0.36859 0.66157 -0.28723 1.051 0.370 -0.153
H -1.28083 -0.69378 -0.42243 -0.574 0.350 0.821
H 0.37442 -1.27585 -0.66319 -0.146 -0.854 -0.099
H -0.47651 -0.29121 -1.87577 -0.070 -0.195 -0.184
H 1.21335 0.53585 -0.79583 -0.383 0.862 0.923
C 4.03971 2.02101 -1.37294 -0.069 -0.270 0.015
O 2.97507 2.27458 -0.44120 0.985 -0.490 -0.684
H 3.97832 2.73510 -2.20309 -0.230 -0.507 0.087
H 4.08069 0.97027 -1.68133 -0.736 0.338 -0.551
H 5.01203 2.14244 -0.93233 0.572 0.631 0.687
H 3.12969 1.71964 0.34670 -0.583 0.372 0.480
```
Forces are in eV/Å.

=====

Entry 2:
The following is a quantum chemistry calculation of C16H6Cl4HgIO2 as an isolated structure, from the Open Molecules 2025 dataset.

Results
ΔE to the lowest compared entry with this formula, charge and spin (kJ/mol): 1398.06
Net charge: -2
Spin multiplicity: 2
Kohn-Sham gap (alpha / beta) (eV): 3.9 / 5.5
Electronic energy (hartree): -3055.171785
E_LUMO (alpha / beta) (eV): 3.0 / 3.9
HOMO level (alpha / beta) (eV): -0.90 / -1.59

Geometry as XYZ:
```
30
Properties=species:S:1:pos:R:3:forces:R:3
Hg 1.05885 2.26753 2.47691 0.044 0.002 0.008
I 2.50070 1.67792 -7.76959 -0.086 0.036 -0.208
C 0.44605 0.83911 -1.58399 0.023 0.000 -0.003
C 3.53199 1.40998 -5.83251 0.067 -0.031 0.213
C 4.97050 1.01384 -2.73454 0.010 0.022 0.018
C 3.13658 -0.36603 -1.18114 -0.024 0.006 -0.036
C 2.09098 -0.57635 -0.37447 -0.011 0.047 -0.036
C 2.23504 -1.45462 0.77777 -0.043 -0.016 0.043
C 1.20840 -1.68262 1.60861 0.093 -0.036 0.007
C -0.09252 -1.07771 1.43432 -0.055 0.076 -0.087
C -0.30891 -0.24078 0.40830 0.218 -0.130 0.051
C 0.75947 0.04521 -0.57385 0.021 0.000 -0.007
H 4.56580 1.35433 -6.24347 0.011 -0.011 -0.005
H 4.82479 1.61577 -3.65497 -0.002 -0.025 0.004
H 4.12658 -0.77025 -1.03693 0.008 0.004 0.006
H 3.20309 -1.91070 0.93916 -0.008 -0.002 0.006
H 1.34997 -2.33529 2.46142 0.001 0.001 -0.003
H -0.87834 -1.26060 2.15140 0.010 -0.012 0.010
Cl -6.14782 -1.53864 0.34346 0.137 0.073 0.043
C -4.82227 -0.68448 1.10272 -0.312 -0.197 -0.204
C -4.89596 -0.19704 2.40851 0.037 0.068 0.133
Cl -6.35652 -0.43535 3.32968 0.090 -0.002 -0.092
C -3.81728 0.46952 2.97110 -0.047 -0.020 0.043
Cl -3.90418 1.07230 4.59693 0.001 -0.017 -0.053
C -2.57503 0.71513 2.27883 0.000 0.066 0.205
O -1.60114 1.31204 2.79278 -0.196 -0.102 -0.180
C -2.56647 0.18097 0.93947 0.416 0.046 -0.330
O -1.45432 0.41105 0.12362 -0.336 0.048 0.061
C -3.64807 -0.46308 0.43878 -0.027 0.126 0.358
Cl 3.06004 0.60886 -2.59832 -0.043 -0.020 0.034
```
Forces are in eV/Å.

=====

What is the ΔE to the lowest compared entry with this formula, charge and spin in the first record? 161.02 kJ/mol